Record 1
Molecular formula: C4H8O2
Method: DFT, ωB97M-V/def2-TZVPD

```
14
Properties=species:S:1:pos:R:3:mulliken_charge:R:1
O 2.0135 1.0386 0.0952 -0.5080
C 1.2425 -0.1454 0.0824 -0.7645
C -0.1906 0.2008 0.4254 0.2368
C -1.0311 0.7622 -0.7314 -0.4558
O -1.7124 -0.4926 -0.9005 -0.3983
C -1.1443 -0.9967 0.3153 -0.5058
H 2.9370 0.7941 0.2248 0.3097
H 1.6166 -0.8745 0.8175 0.3427
H 1.2682 -0.6316 -0.9076 0.3145
H -0.2227 0.7692 1.3593 0.3822
H -1.7283 1.5603 -0.4458 0.2367
H -0.4860 1.0650 -1.6327 0.2610
H -1.8876 -1.0686 1.1202 0.2527
H -0.6750 -1.9807 0.1779 0.2961
```

Computed properties:
net charge: 0
energy: -307.6348 hartree
HOMO level: -9.65 eV
relative energy (zero: lowest compared OMol25 entry of this formula, charge and spin): 203.81 kJ/mol



Record 2
Molecular formula: H3N2O2P
Method: DFT, ωB97M-V/def2-TZVPD

```
8
Properties=species:S:1:pos:R:3:mulliken_charge:R:1
N 1.3847 -0.0615 -0.4633 -0.3801
N 0.5570 -0.6694 0.4206 -0.1620
O -2.9638 0.6938 -0.1208 -0.4036
O -0.7507 0.1710 0.5813 -0.2454
P -2.0450 -0.3975 -0.2536 0.4398
H 0.8871 0.1361 -1.3281 0.2545
H 1.8174 0.7258 -0.0915 0.2315
H 1.1134 -0.5984 1.2556 0.2654
```

Computed properties:
net charge: 0
energy: -603.0837 hartree
structure (SMILES): NNOP=O
HOMO level: -9.83 eV
relative energy (zero: lowest compared OMol25 entry of this formula, charge and spin): 205.70 kJ/mol